Entry 1:
# C22H22N4O2

One molecule with the formula C22H22N4O2 (wB97M-V/def2-TZVPD, the Open Molecules 2025 dataset).

XYZ file:
```
50
Properties=species:S:1:pos:R:3:forces:R:3
C -1.06433 1.12674 -0.27402 0.320 0.164 -0.204
C 0.16888 -2.97847 0.16895 0.588 -0.161 -0.451
H 4.99777 3.02267 2.17581 -0.008 0.059 0.054
N -3.28660 2.09686 -0.45807 0.503 0.466 -0.319
H -2.01000 -2.85815 -1.34779 -0.029 -0.041 -0.086
H -5.46223 0.27496 1.06401 -0.208 -0.094 0.064
C -3.25576 0.19325 0.74138 -0.253 0.125 -0.009
C 1.65515 1.02427 -0.88711 -0.505 0.064 0.062
H -3.24540 -1.60763 -1.15120 -0.052 -0.032 -0.082
N -4.51599 1.80823 -0.05257 0.127 -0.517 0.244
H 2.42887 -2.64676 -2.13892 0.166 -0.024 -0.118
H 1.92389 0.36571 1.13588 0.020 -0.024 0.039
H -3.65116 -1.68368 1.66974 0.115 0.026 0.058
H -1.48844 -3.69544 1.29440 0.040 0.109 0.042
C -5.61421 2.66911 -0.38095 -0.374 0.276 -0.102
H 3.05130 2.67356 0.71073 -0.042 0.027 0.015
H 7.12015 -0.04910 0.10422 0.065 -0.050 -0.020
C 5.03732 2.26455 1.40751 0.054 -0.020 0.023
H -5.22170 3.48985 -0.97743 -0.034 -0.064 0.044
H -2.20430 -0.85282 2.26941 -0.022 -0.116 -0.030
C -2.49416 1.14150 0.01290 -0.705 -0.131 0.252
C 1.73138 -2.83542 -1.34780 -0.721 0.405 0.188
C -0.13325 0.74413 0.68658 -0.048 0.162 -0.220
C -4.54745 0.66503 0.66382 0.293 -0.026 0.040
C 6.18197 1.50368 1.24149 0.114 0.021 0.081
C 0.59055 -2.21144 -0.95052 0.503 -0.382 -0.113
H -0.63798 -2.30390 1.98500 -0.096 -0.009 -0.026
C 5.13615 0.33689 -0.57608 -0.349 0.029 -0.110
C 6.22899 0.54461 0.24338 0.022 0.027 0.051
H -3.39314 -3.14700 -0.26774 0.012 -0.003 0.004
H -1.32550 1.80000 -2.28371 -0.067 0.012 -0.086
C -2.77771 -1.07800 1.36509 0.023 0.078 0.039
H -6.07692 3.06808 0.52411 0.038 0.004 -0.060
C 3.93884 2.06924 0.59076 -0.218 -0.012 -0.229
N 1.00208 -3.96360 0.38240 -0.789 -0.218 0.837
C 0.73531 1.43366 -1.84810 0.483 -0.047 0.089
C -1.01127 -2.73006 1.04843 -0.069 -0.108 0.280
C -2.68447 -2.38629 -0.63633 -0.010 0.031 -0.092
H 0.11191 -1.35074 -1.36197 -0.093 0.275 -0.141
O 2.95972 0.88852 -1.28840 -0.014 -0.051 -0.191
O 1.97714 -3.88181 -0.55331 0.513 0.068 -0.462
H -0.46110 0.49363 1.68229 -0.060 -0.078 0.139
H 7.03505 1.66085 1.88392 0.070 0.012 0.051
H 1.09310 1.69293 -2.83266 0.047 0.032 -0.104
C -0.60889 1.48570 -1.54082 -0.096 -0.095 0.231
N -1.91783 -1.78568 0.43209 -0.026 -0.200 0.169
C 3.98252 1.09498 -0.40112 0.455 0.084 0.291
C 1.21335 0.68806 0.38838 0.285 -0.014 -0.061
H -6.36902 2.12966 -0.95681 0.047 0.045 0.011
H 5.15743 -0.40495 -1.35923 -0.012 -0.084 -0.085
```
Forces are in eV/Å.

Output
HOMO-LUMO gap ... 8.716 eV
Charge ... 0
Structure (SMILES) ... CN(Cc1ccon1)Cc1cn(C)nc1-c1ccc(Oc2ccccc2)cc1

***

Entry 2:
# C4H14N3

A 2-piece molecular cluster, C4H14N3 overall (wB97M-V/def2-TZVPD, the Open Molecules 2025 dataset).

XYZ file:
```
21
Properties=species:S:1:pos:R:3:forces:R:3
C -0.85580 -1.17205 -0.44590 0.288 0.744 -0.793
H 0.56276 -1.56197 1.04836 -1.104 -0.548 -1.145
H 0.70855 2.16830 -0.00316 0.661 -0.114 -0.377
N 0.99243 1.42712 0.64534 -0.618 1.212 -0.344
H -2.88272 1.37706 0.25536 -0.494 0.498 0.937
H -3.02898 -0.14700 -0.60051 -1.992 -0.708 -0.821
H 2.94757 1.10226 -0.24140 0.425 0.569 -1.335
H -2.00289 1.09374 -1.20662 0.073 -0.248 0.474
H 2.61137 0.27556 1.30383 -0.594 -0.134 -1.137
C 1.67748 -1.65619 -0.53800 -3.705 0.053 -6.158
H 0.09181 0.85366 0.66756 -0.368 -0.761 0.251
C 2.19263 0.66717 0.34123 0.296 0.416 3.212
H 2.45016 -2.10026 -0.08021 2.394 -1.534 2.139
H -1.60145 -1.95367 -0.41074 -0.192 -0.469 -0.696
H -1.82478 -0.43676 1.24563 0.049 -0.820 0.774
H 1.67660 -1.80046 -1.69313 0.051 0.376 2.082
C -2.38930 0.61360 -0.28499 0.908 0.673 -1.648
H 1.07169 1.92003 1.53494 0.002 -0.126 0.295
H -0.71089 -0.71520 -1.48404 -0.358 -0.892 1.268
N 0.38975 -1.69054 0.01924 2.414 0.317 3.127
N -1.36472 -0.10374 0.42810 1.864 1.496 -0.106
```
Forces are in eV/Å.

Output
HOMO-LUMO gap (alpha / beta) ... 6.624 / 9.034 eV
Charge ... +1
Multiplicity ... 3

***

Entry 3:
# C5H7ClO2

C5H7ClO2 as an isolated structure (wB97M-V/def2-TZVPD, the Open Molecules 2025 dataset).

XYZ file:
```
15
Properties=species:S:1:pos:R:3:forces:R:3
C 1.47040 -0.10313 -0.52674 1.095 -1.042 2.133
H 0.24643 -0.52155 1.56465 0.574 -0.695 -2.776
C 0.13330 -0.46610 0.32000 3.643 5.239 4.682
C 1.52072 1.36231 -0.16230 -0.939 1.309 -1.508
C 0.06226 1.17113 0.32197 -3.414 1.920 -4.288
C -2.22431 -1.18084 -0.02427 -1.269 1.620 2.347
H 1.27684 -0.33177 -1.55887 0.417 -0.359 -0.378
H 2.11172 1.46289 0.67454 1.518 0.162 1.897
H 1.95882 2.20527 -0.90675 -1.855 -2.039 1.438
H -2.68185 -2.08459 -0.47829 0.900 0.397 0.546
O -0.67956 -1.32785 -0.17949 -5.544 -1.611 -1.911
Cl 3.12964 -0.73668 0.15258 -1.412 -0.471 -1.062
O -0.88680 1.93117 0.07001 2.129 -2.041 1.588
H -2.54742 -1.14659 1.31339 1.244 -0.079 -4.374
H -2.89016 -0.23367 -0.58046 2.913 -2.310 1.665
```
Forces are in eV/Å.

Output
HOMO-LUMO gap ... 9.417 eV
Charge ... 0

***

Entry 4:
# C3H3I2N

One molecule with the formula C3H3I2N (wB97M-V/def2-TZVPD, the Open Molecules 2025 dataset).

XYZ file:
```
9
Properties=species:S:1:pos:R:3:forces:R:3
I 2.32905 0.15691 0.27928 -0.253 -0.275 -0.213
C -0.52551 2.18993 -0.02294 0.401 -1.478 0.763
C -0.65828 0.86321 0.48039 5.129 -0.544 -0.682
H 0.03694 -1.24470 -0.00157 0.032 -0.162 -0.005
H -0.50505 0.79496 1.55330 0.009 0.050 -0.031
H 0.21886 -0.09909 -1.38546 -0.012 -0.046 -0.085
I -2.71147 0.20467 0.08236 -4.121 -1.339 -0.784
C 0.29374 -0.24241 -0.31614 -1.033 2.405 1.677
N -0.46709 3.25868 -0.42266 -0.153 1.389 -0.641
```
Forces are in eV/Å.

Output
HOMO-LUMO gap (alpha / beta) ... 6.570 / 5.513 eV
Charge ... 0
Multiplicity ... 3